67
Properties=species:S:1:pos:R:3:forces:R:3:lowdin_charge:R:1 method="wB97M-V/def2-TZVPD" relative_energy_kj_mol=10.2 smiles="Cc1ccc(C)c(S(=O)(=O)N2CCCO[C@H]2CNC(=O)C(=O)NCCCN2CCOCC2)c1" homo_ev=-7.5
C -5.050190 -2.472196 2.252282 0.0 0.0 0.0 -0.04
C -4.613772 -1.755877 1.012267 0.1 0.1 -0.1 -0.26
C -3.289361 -1.399476 0.811659 -0.1 -0.2 0.2 -0.03
C -2.892228 -0.735734 -0.336682 0.6 0.0 0.0 -0.21
C -3.795681 -0.416107 -1.341302 -0.1 0.1 -0.1 -0.24
C -5.126180 -0.778500 -1.131484 0.1 0.0 0.0 -0.02
C -5.530888 -1.426131 0.018452 0.1 0.0 0.1 -0.03
H -6.570834 -1.689922 0.146795 -0.1 0.0 0.0 0.12
H -5.854125 -0.544422 -1.894603 0.0 0.0 -0.1 0.11
C -3.404092 0.292752 -2.595010 0.0 0.1 -0.2 -0.03
H -2.408713 -0.010178 -2.906469 -0.1 0.0 -0.2 0.07
H -3.397631 1.369176 -2.420599 0.0 0.1 0.0 0.08
H -4.116123 0.078917 -3.388941 0.0 0.0 0.0 0.09
S -1.144369 -0.308726 -0.385157 0.2 0.4 0.0 0.71
O -0.493180 -1.072669 0.637732 -0.3 0.0 0.2 -0.28
O -0.619771 -0.371159 -1.719424 -0.3 0.0 -0.1 -0.28
N -1.002355 1.284109 0.089949 0.0 -0.9 -0.4 -0.15
C -1.423221 1.601470 1.438012 -0.3 0.0 0.6 -0.17
C -2.844007 2.170329 1.436799 0.2 0.1 -0.3 -0.12
H -3.554638 1.387011 1.165365 0.0 0.0 0.1 0.10
H -3.101143 2.554474 2.423299 0.0 0.0 0.0 0.12
C -2.920246 3.296643 0.404815 -0.3 0.0 0.3 -0.18
H -2.325766 4.155838 0.740581 -0.1 0.0 0.0 0.12
O -2.482612 2.865131 -0.874520 0.1 0.0 -0.1 -0.09
C -1.181411 2.319467 -0.881182 0.3 0.1 -0.7 -0.34
C -0.090564 3.409123 -0.725903 -0.4 -0.2 0.3 -0.08
N 1.225750 2.854066 -0.846530 0.0 -0.2 -0.4 0.10
C 1.944382 2.445271 0.207965 -0.1 0.3 0.0 -0.39
O 1.629423 2.582545 1.378042 0.0 -0.1 0.1 0.07
C 3.300552 1.875147 -0.215456 0.4 0.0 0.3 -0.42
O 3.664168 1.905055 -1.379606 0.0 -0.1 -0.2 0.06
N 4.011392 1.450213 0.828392 -0.2 0.3 0.3 0.08
H 3.527087 1.435805 1.716631 0.0 0.1 -0.1 0.15
C 5.338768 0.900958 0.742044 0.2 -0.2 0.0 -0.17
C 5.389305 -0.596063 1.050716 -0.1 0.1 -0.4 -0.16
H 6.436535 -0.894163 1.128972 0.0 0.0 0.1 0.11
C 4.710664 -1.440028 -0.034599 0.1 0.0 0.4 -0.20
N 3.270085 -1.257544 -0.000759 0.0 0.0 -0.1 -0.16
C 2.616847 -1.250605 -1.299033 -0.1 -0.4 -0.2 -0.16
H 3.158447 -0.587329 -1.975297 0.0 0.0 0.0 0.12
C 2.507675 -2.656460 -1.899839 0.1 0.3 -0.1 -0.18
O 1.824327 -3.536626 -1.031168 -0.2 0.0 0.0 -0.13
C 2.436850 -3.585243 0.238962 0.2 0.1 0.3 -0.19
C 2.565035 -2.189419 0.866063 -0.1 -0.3 -0.1 -0.15
H 3.082367 -2.261253 1.825100 0.0 0.0 0.1 0.12
H 1.561521 -1.786563 1.024303 0.1 -0.1 0.1 0.09
H 1.801165 -4.223310 0.855099 0.1 0.0 0.0 0.12
H 3.430738 -4.057975 0.147983 -0.1 0.0 0.0 0.11
H 1.925241 -2.634243 -2.821672 0.1 0.0 0.0 0.13
H 3.513633 -3.057661 -2.114646 -0.1 0.0 0.0 0.12
H 1.606518 -0.858918 -1.155230 0.1 0.0 -0.1 0.09
H 5.082904 -1.114744 -1.008758 0.0 -0.1 0.0 0.13
H 5.010726 -2.489978 0.103568 0.0 0.0 -0.1 0.11
H 4.907964 -0.782284 2.011948 0.0 -0.1 0.1 0.11
H 5.686675 1.085946 -0.277202 0.1 0.0 0.1 0.12
H 5.986218 1.440739 1.442878 0.0 0.0 -0.1 0.12
H 1.594033 2.596571 -1.754011 0.1 0.1 0.1 0.15
H -0.150221 3.864670 0.264755 0.0 0.1 -0.1 0.12
H -0.252911 4.170384 -1.492442 0.0 0.0 0.1 0.14
H -1.057230 1.847854 -1.862047 0.0 0.2 0.1 0.14
H -3.951330 3.623225 0.251839 0.1 0.0 0.1 0.13
H -0.710110 2.314533 1.863796 0.0 -0.1 0.0 0.12
H -1.356200 0.675524 2.008000 0.0 0.2 0.2 0.12
H -2.531650 -1.645664 1.538713 0.0 -0.1 0.2 0.11
H -4.204081 -2.661760 2.906496 0.0 0.0 0.1 0.08
H -5.513058 -3.423796 1.995459 0.0 -0.1 0.1 0.08
H -5.787117 -1.880191 2.793827 0.0 0.0 0.1 0.08

=====

38
Properties=species:S:1:pos:R:3:forces:R:3:lowdin_charge:R:1 method="wB97M-V/def2-TZVPD" relative_energy_kj_mol=376.3 smiles="C=NCCCC(=O)O.O.O.O.O.O.O.O" homo_ev=-9.7
O 2.257597 -2.141332 -0.640220 0.4 1.7 0.1 0.06
C 1.852622 -1.941851 -1.771106 0.6 -1.3 0.9 -0.52
O 1.296540 -3.008679 -2.339055 -1.2 -2.8 0.1 0.05
C 1.921745 -0.622223 -2.635546 1.1 -3.4 0.0 -0.08
C 0.569236 -0.539106 -3.296744 -2.1 1.6 -2.8 -0.22
C -0.596255 -0.323519 -2.310987 0.4 1.2 -0.7 -0.24
C -0.022419 1.168373 -0.658830 1.1 -0.6 0.6 -0.08
N -0.405188 1.062439 -1.863433 -0.2 -0.1 1.7 0.00
H 1.214041 -3.863169 -1.674007 0.7 3.6 -2.0 0.23
H 2.266771 0.141150 -1.921487 -0.6 0.2 -0.8 0.10
H 2.755088 -0.842834 -3.408656 -1.3 0.6 1.2 0.16
H 0.267455 -1.312685 -4.068135 1.1 0.2 1.3 0.13
H 0.535441 0.379833 -3.961669 0.3 -0.7 0.8 0.13
H -0.520386 -1.059055 -1.521878 -0.2 -0.2 0.6 0.10
H -1.634574 -0.310591 -2.719933 1.0 -0.6 -0.2 0.11
H 0.256923 0.333530 0.005061 -0.4 -0.7 -0.5 0.09
H 0.146827 2.037594 -0.038292 0.1 0.8 -1.2 0.06
H -2.076494 -1.859680 2.636778 0.7 0.1 -1.0 0.03
H -3.210960 -0.925209 1.899691 1.1 -0.9 0.4 0.05
O -2.920504 -1.437135 2.681854 -2.7 -0.1 0.2 -0.07
H -2.436149 3.306765 0.670669 1.3 -2.2 -0.6 0.11
H -2.265043 1.720861 0.502047 -0.5 -0.3 0.2 0.02
O -1.808094 2.549232 0.396301 -1.7 3.0 0.7 -0.10
H 4.434491 0.130214 -0.058500 4.2 -0.7 -1.0 -0.03
H 3.013142 -0.570826 -0.367948 1.8 0.8 1.3 0.01
O 3.552422 0.167370 0.072202 -5.7 0.0 0.3 -0.05
H 0.784076 0.646401 3.616056 -1.4 -1.9 0.1 -0.02
H 2.184454 0.868739 2.856258 0.3 -1.0 -0.5 0.04
O 1.465943 1.216999 3.356973 1.2 2.9 0.2 -0.02
H -3.997561 0.385882 -1.058720 0.1 -0.5 0.6 0.04
H -3.930499 -0.913189 -1.771516 0.1 0.1 1.8 0.07
O -3.884780 -0.561200 -0.830671 -0.2 0.5 -2.4 -0.09
H 0.449287 2.844906 3.167678 -1.6 0.1 0.3 0.04
H -0.640456 3.771561 2.585283 -0.1 0.1 -0.2 0.01
O -0.507920 3.138062 3.290546 1.5 -0.3 -0.1 -0.09
H -1.860473 -0.226970 3.896912 0.2 -0.7 -0.1 0.05
H -1.525745 1.007021 3.283855 0.5 1.5 -0.5 0.02
O -1.166569 0.129514 3.328790 0.4 0.2 0.9 -0.07

=====

75
Properties=species:S:1:pos:R:3:forces:R:3:lowdin_charge:R:1 method="wB97M-V/def2-TZVPD" relative_energy_kj_mol=281.7 total_charge=-2 homo_ev="0.4 / 0.5" multiplicity=5
Fe -0.522944 0.161332 -0.345761 1.3 0.3 -0.2 0.34
N -4.312051 2.925853 -2.393193 -0.3 0.1 -1.3 0.03
N 1.103904 -0.590117 -2.682787 -3.4 -2.5 0.9 0.00
C -0.688144 -0.503967 1.697377 -1.4 -0.1 0.0 -0.32
C -1.684399 -1.156320 0.866980 -0.6 1.0 1.5 -0.32
C -2.684608 -0.177653 0.584786 0.7 0.0 0.4 -0.30
C -4.044745 -0.470909 0.121353 0.2 -2.1 1.9 -0.09
H -4.094756 -1.411533 -0.450682 -0.2 0.5 0.1 0.07
H -4.372948 0.466727 -0.849816 0.3 0.7 -1.2 0.03
H -4.780485 -0.472807 0.946804 0.0 0.3 -0.3 0.08
C -2.241963 1.089887 1.063159 -0.2 -0.9 1.2 -0.28
C -3.102766 2.288907 0.941807 -0.9 0.5 -0.3 -0.07
H -4.153570 2.127237 1.290908 0.7 0.1 0.3 0.09
H -3.264263 2.460635 -0.126129 -0.3 0.2 0.3 0.02
H -2.686998 3.213680 1.374614 -0.2 -0.4 0.1 0.07
C -1.068093 0.879054 1.847912 -0.2 -1.3 -0.4 -0.29
C -0.544872 1.754424 2.936407 0.3 0.3 0.1 -0.07
H -0.723714 2.822035 2.738034 0.1 -0.2 0.1 0.06
H 0.535024 1.607239 3.106538 -0.2 0.1 -0.1 0.06
H -1.049415 1.514624 3.892127 0.1 0.1 -0.2 0.08
C -1.964109 -2.610571 0.803846 0.1 -0.4 0.0 -0.07
H -2.484629 -2.922460 1.727115 0.1 -0.2 -0.2 0.08
H -1.042358 -3.195056 0.709600 -0.1 -0.1 0.0 0.05
H -2.618628 -2.847513 -0.046400 0.2 0.0 0.2 0.07
C 0.209460 -1.253247 2.609059 0.4 -0.2 0.2 -0.06
H 1.132271 -0.703037 2.836270 0.0 -0.2 0.0 0.06
H 0.488848 -2.232940 2.191411 0.0 0.3 0.1 0.07
H -0.319565 -1.435186 3.563867 0.2 -0.1 -0.1 0.08
C -4.299326 3.776123 -3.415361 1.1 -0.1 -0.3 -0.24
H -5.174554 4.433016 -3.480041 0.4 0.3 0.1 0.07
C -3.266213 3.847488 -4.381660 -1.0 0.4 0.1 -0.18
H -3.320138 4.608102 -5.151146 0.0 0.0 -0.1 0.04
C -2.203895 2.908375 -4.339834 -0.5 -1.0 1.1 -0.14
H -1.395656 2.955599 -5.068144 0.0 0.0 0.2 0.09
C -2.272524 1.897107 -3.388918 0.3 1.0 -1.7 -0.09
H -1.516022 1.096636 -3.335289 -0.4 0.5 0.1 0.10
C -3.439423 1.855266 -2.540205 -0.6 -1.0 2.2 -0.44
C -3.623814 0.740242 -1.732318 1.8 0.5 -2.9 -0.06
H -2.694355 0.106854 -1.790276 -1.4 0.0 0.3 0.06
C 1.201902 -0.753454 -1.350565 1.9 1.8 -0.4 -0.19
C 1.405793 -1.856015 -3.202414 2.2 1.0 -0.1 -0.18
H 0.913904 -2.218196 -4.106966 0.9 0.3 -0.2 0.07
C 2.327449 -2.458388 -2.355632 -1.1 -0.4 -2.0 -0.19
H 3.061240 -3.214857 -2.622468 -0.3 0.2 0.4 0.09
N 2.199222 -1.788491 -1.170697 -0.1 0.6 1.7 -0.06
C 2.878389 -2.133534 0.044033 -0.3 0.1 -0.8 -0.12
C 2.965661 -3.501491 0.337457 0.2 0.4 0.8 -0.20
C 3.729161 -3.900276 1.447059 -0.1 0.1 -0.3 -0.02
H 3.776780 -4.967536 1.682941 0.1 0.3 0.0 0.10
C 4.377354 -2.968922 2.260821 -0.5 0.1 -0.4 -0.30
C 5.267195 -3.371707 3.382683 0.4 -0.2 0.4 -0.08
H 5.244297 -2.615448 4.173153 0.0 -0.1 0.0 0.07
H 6.310749 -3.451616 3.050449 -0.1 0.0 0.0 0.07
H 4.984457 -4.335182 3.814716 0.0 0.0 0.0 0.07
C 4.168393 -1.611541 2.022270 -0.2 -0.2 -0.5 -0.03
H 4.573284 -0.878296 2.722538 0.0 -0.1 -0.2 0.11
C 3.439337 -1.167452 0.913796 -0.3 -0.3 -0.1 -0.19
C 3.172303 0.299788 0.740862 -0.1 0.4 0.3 -0.06
H 3.324731 0.661336 -0.283632 -0.2 -0.2 0.2 0.09
H 3.813357 0.881780 1.417321 0.0 -0.1 -0.1 0.07
H 2.123261 0.511000 1.024824 0.4 -0.1 -0.4 0.05
C 2.095728 -4.473194 -0.397702 -0.2 -0.9 -0.2 -0.06
H 2.212514 -4.467244 -1.493300 -0.2 0.0 0.8 0.05
H 1.029503 -4.274976 -0.183082 0.4 0.0 -0.1 0.09
H 2.325195 -5.489260 -0.065912 -0.1 0.0 0.2 0.07
C -1.122038 3.604431 -0.938563 0.1 0.6 -0.4 -0.23
S 0.205823 2.414820 -0.698006 0.3 -1.3 -1.3 0.78
C 1.188641 3.395006 0.473096 0.2 0.5 0.1 -0.23
O 1.017940 2.302797 -1.955124 -0.2 1.1 0.7 -0.53
H -1.178430 4.284913 -0.083309 0.0 0.1 -0.4 0.04
H -2.077405 3.104517 -1.033208 0.4 -0.1 -0.2 0.00
H -0.928141 4.089348 -1.906627 0.1 0.1 0.4 0.07
H 0.556264 4.180023 0.907048 0.4 -0.2 0.0 0.03
H 1.634705 2.786108 1.271007 -0.2 0.0 -0.4 0.03
H 1.967915 3.828080 -0.170880 -0.1 0.0 0.3 0.05

=====

14
Properties=species:S:1:pos:R:3:forces:R:3:lowdin_charge:R:1 method="wB97M-V/def2-TZVPD" relative_energy_kj_mol=79.4 total_charge=+1 homo_ev=-16.3
C 0.415223 1.581697 0.811098 1.0 0.8 0.5 -0.21
C 2.957558 -0.613911 -0.542632 1.6 0.1 -1.2 -0.39
C -1.416477 1.273618 -0.794900 1.0 0.9 -1.1 0.04
C -1.011386 -2.642672 1.057616 -0.6 -3.0 0.5 0.09
N -0.817686 -1.665584 0.566178 0.6 3.9 -1.1 0.14
N -0.371925 0.875662 0.222540 -3.7 -1.0 -2.0 0.08
O 1.193506 2.172608 1.364284 1.1 1.1 0.8 0.36
O 3.951684 -0.767430 -1.090457 0.7 -0.3 -0.1 0.27
O 1.943112 -0.398679 -0.059048 -1.9 0.1 1.3 0.19
H -1.225177 0.787515 -1.753879 1.0 0.5 0.0 0.11
H -1.543897 2.372807 -0.892526 0.3 -0.9 0.2 0.12
H -1.213825 -3.648408 1.211052 -0.3 -1.3 0.8 0.08
H -0.521923 -0.134767 0.530156 0.4 -0.3 -0.2 0.06
H -2.338781 0.807549 -0.629480 -1.4 -0.4 1.5 0.07